(1)
# C23H62N2O7

A 7-piece molecular cluster, C23H62N2O7 overall (wB97M-V/def2-TZVPD, the Open Molecules 2025 dataset).

Its total charge is 0.

The geometry in XYZ format:
```
94
Properties=species:S:1:pos:R:3:forces:R:3:mulliken_charge:R:1
C 4.4937 2.1539 1.1528 -0.60 1.18 -0.77 -0.8897
O 4.3111 0.7692 1.1621 0.57 -0.04 0.84 -0.1181
C 5.5078 0.0902 1.5456 -0.06 -0.40 -1.46 -0.8456
C 5.2461 -1.4132 1.4703 -0.86 0.18 0.60 0.6017
C 4.0250 -1.8500 2.2901 -0.28 0.04 -0.30 -1.1057
N 6.4542 -2.1550 1.8223 -0.08 -0.17 -0.02 -0.7503
H 5.1923 2.5236 0.3887 0.22 -0.46 -0.02 0.3571
H 4.7993 2.6365 2.0884 0.00 -0.55 0.30 0.3315
H 3.5390 2.6012 0.8601 -0.03 -0.08 0.15 0.1802
H 6.2327 0.2578 0.7381 0.34 0.30 0.35 0.3133
H 5.9206 0.4583 2.4876 -0.18 -0.11 0.21 0.3315
H 4.9984 -1.6101 0.4235 0.19 -0.05 -0.02 0.2206
H 3.1108 -1.3441 1.9794 0.15 0.17 -0.03 -0.0175
H 4.1395 -1.6584 3.3598 0.19 -0.14 0.01 0.3587
H 3.8345 -2.9097 2.1017 0.14 -0.06 0.28 0.3779
H 6.4804 -2.2666 2.8336 0.12 0.12 -0.07 0.2997
H 6.3428 -3.1006 1.4668 0.19 0.08 -0.01 0.2970
C -2.5756 1.7355 -4.5694 0.43 -0.48 -0.22 -0.6839
O -2.8269 2.1590 -3.2567 -0.53 0.43 0.07 -0.3467
C -2.9915 1.0958 -2.3605 0.13 -0.63 -0.11 -0.4593
C -3.5464 1.5824 -1.0337 -0.31 0.03 0.45 0.2993
C -2.8555 2.8032 -0.4535 -0.23 0.34 -0.31 -0.9724
N -3.4783 0.4728 -0.0407 -0.45 0.06 -0.44 -0.8253
H -1.5296 1.4121 -4.6555 -0.02 0.05 -0.16 0.2136
H -2.7720 2.5431 -5.2699 0.08 0.19 0.17 0.2479
H -3.1964 0.8822 -4.8714 -0.13 0.05 0.18 0.3108
H -3.7020 0.3664 -2.7799 -0.07 0.01 -0.02 0.5112
H -2.0569 0.5313 -2.2407 0.19 0.19 0.19 0.1458
H -4.6051 1.8105 -1.1952 0.05 0.31 -0.16 0.4617
H -2.7382 3.5766 -1.2151 0.24 -0.20 -0.10 0.4449
H -1.8885 2.5253 -0.0318 0.08 0.07 -0.04 -0.2408
H -3.4697 3.2745 0.3159 0.08 -0.33 0.22 0.4109
H -4.1420 -0.2385 -0.3530 0.26 -0.10 0.07 0.2564
H -3.9049 0.8203 0.8166 0.26 0.03 0.07 0.2508
C -0.6744 -4.0322 2.1765 -0.13 0.62 0.16 -0.7197
C -2.1836 -4.1141 2.3946 0.07 -0.46 -0.68 0.3882
C -2.9206 -2.9056 1.8261 0.38 0.12 -0.14 -0.8862
O -2.6495 -5.3032 1.7115 -0.19 0.27 0.31 -0.5747
H -0.4480 -4.2121 1.1258 0.02 -0.20 0.02 0.2047
H -0.1550 -4.7331 2.8259 0.08 -0.15 -0.19 0.3979
H -0.2996 -3.0272 2.3881 -0.03 -0.09 0.19 0.0043
H -2.3955 -4.2950 3.4495 -0.13 0.21 0.01 0.2933
H -2.5710 -2.7577 0.7982 -0.11 -0.06 -0.05 0.0468
H -2.6754 -1.9659 2.3246 -0.02 -0.12 0.24 0.1862
H -4.0021 -3.0418 1.8205 -0.01 -0.07 0.13 0.4278
H -3.0155 -5.0094 0.8709 0.08 -0.15 -0.03 0.3203
C 0.6273 -3.6836 -4.4284 -0.24 0.39 -0.95 -1.5706
C -0.0895 -2.6785 -3.5720 -0.10 0.49 1.14 1.0647
C -1.6014 -2.6039 -3.8058 0.10 0.16 -0.59 -0.9898
O 0.2275 -2.9842 -2.1962 -0.62 0.09 -0.46 -0.5929
H 1.7023 -3.6834 -4.2677 -0.02 -0.17 0.34 0.3807
H 0.4954 -3.4178 -5.4848 -0.09 -0.03 0.08 0.3955
H 0.1806 -4.6689 -4.2997 0.23 -0.09 0.20 0.3445
H 0.2593 -1.6441 -3.7160 0.32 -0.20 -0.44 -0.0627
H -1.8016 -2.0277 -4.7168 0.13 -0.06 -0.05 0.3371
H -2.0765 -2.0327 -3.0084 -0.06 -0.21 0.20 0.0752
H -2.0850 -3.5698 -3.9605 0.07 -0.08 0.38 0.3437
H -0.2766 -2.3305 -1.6813 0.21 -0.19 0.27 0.0338
C -0.2161 -0.0739 1.7225 -0.22 -0.08 0.54 -0.3271
C 0.0574 -0.1537 0.2341 0.27 0.31 -0.57 2.4213
C 1.4251 -0.6938 -0.1324 0.18 -0.09 0.26 -0.7533
O -0.9721 -0.9224 -0.3850 -0.11 0.23 -0.07 0.4803
H 0.3392 0.6921 2.2664 0.26 0.01 -0.28 0.4130
H -0.0269 -1.0296 2.2139 0.17 -0.03 -0.13 -0.2912
H -1.2746 0.1306 1.9047 -0.02 0.12 -0.17 -0.3313
H 0.0592 0.8478 -0.2286 -0.34 0.13 0.35 -0.9906
H 2.1668 -0.1474 0.4544 0.08 -0.09 -0.03 -0.0765
H 1.6744 -0.5229 -1.1800 -0.25 -0.06 -0.05 -0.1824
H 1.5330 -1.7642 0.0558 -0.11 0.02 0.12 0.4431
H -1.7987 -0.4018 -0.2306 0.09 -0.49 -0.06 -0.6805
C -1.4083 2.9831 3.2258 -0.46 -0.76 -0.69 -1.0639
C -2.8000 2.4348 3.5364 0.35 0.47 0.71 1.1323
C -3.0239 2.3367 5.0353 -0.38 -0.41 0.60 -1.5568
O -3.8214 3.1905 2.8987 -0.16 -0.26 -0.20 -0.5586
H -1.2683 2.9622 2.1414 0.10 0.02 0.06 0.0924
H -0.7134 2.2632 3.6574 0.37 0.45 0.12 0.2954
H -1.2494 4.0103 3.5524 0.01 -0.09 0.38 0.5322
H -2.8497 1.4024 3.1788 -0.18 0.16 -0.43 -0.3173
H -2.9989 3.2869 5.5734 0.24 0.12 -0.23 0.3619
H -2.2908 1.6558 5.4773 0.16 0.20 -0.01 0.3679
H -3.9900 1.8871 5.2838 -0.06 0.08 -0.31 0.3770
H -3.6002 4.1241 2.9713 0.01 0.00 0.07 0.3508
C 0.6901 2.7405 -2.6395 -0.55 -0.98 -0.09 -1.0675
C 1.9602 2.7559 -1.8298 1.39 0.14 0.39 1.6509
C 3.1313 1.9625 -2.4181 -0.75 -0.49 -0.84 -1.3801
O 2.4449 4.0887 -1.6301 0.20 0.23 -0.06 -0.6219
H -0.1644 2.8554 -1.9690 -0.14 0.39 -0.25 0.0621
H 0.5293 1.7689 -3.1250 0.17 -0.09 0.23 0.0864
H 0.6681 3.4490 -3.4653 0.16 0.35 0.26 0.4535
H 1.8176 2.2946 -0.8415 -0.41 0.13 -0.05 -0.4335
H 2.9018 0.9057 -2.2557 0.28 0.01 0.15 0.2710
H 4.1017 2.2067 -1.9989 -0.10 0.10 0.30 0.3190
H 3.2032 2.0434 -3.5080 -0.02 0.38 0.05 0.3744
H 1.8438 4.6178 -1.0973 -0.20 -0.21 -0.06 0.3322
```
Positions in Å, forces in eV/Å.

(2)
# C23H63NO9

A 8-piece molecular cluster, C23H63NO9 overall (wB97M-V/def2-TZVPD, the Open Molecules 2025 dataset).

Its total charge is 0.

The geometry in XYZ format:
```
96
Properties=species:S:1:pos:R:3:forces:R:3:mulliken_charge:R:1
C -1.3281 -0.8013 -2.6378 0.84 0.66 0.49 -0.7791
O -1.9757 0.3519 -2.1054 -0.58 -0.09 -0.18 0.1705
C -3.3775 0.1535 -1.8596 0.92 0.69 0.80 -0.9476
C -3.8111 1.3895 -1.0216 -0.20 -0.53 -1.73 -0.4884
N -4.0641 2.6492 -1.7657 0.18 -0.86 0.04 -0.1525
C -4.3795 3.7428 -0.8606 -0.14 0.25 0.41 -0.4580
C -4.9292 4.9235 -1.6794 -0.78 0.15 1.20 -0.6496
O -6.1085 4.5601 -2.3962 0.99 -1.48 1.21 -0.3108
C -6.6457 5.5741 -3.1378 -0.48 1.61 -0.17 -0.7312
H -1.4655 -1.6569 -1.9566 0.17 0.22 -0.12 0.2261
H -0.2320 -0.4918 -2.6886 -1.42 -0.74 -0.33 0.1723
H -1.7943 -1.0355 -3.5978 0.46 -0.11 -0.25 0.2988
H -3.4960 -0.7397 -1.2206 0.04 0.23 -0.05 0.5097
H -3.9291 -0.0600 -2.7812 -0.03 0.41 -0.13 0.4121
H -2.9838 1.5207 -0.3551 0.35 0.30 0.67 -0.0011
H -4.6872 1.0651 -0.4904 -0.62 0.05 0.70 0.4481
H -4.9175 2.5182 -2.2916 -0.03 -0.17 -0.41 0.2693
H -3.4536 4.0264 -0.3191 -0.45 0.18 -0.33 0.2136
H -5.0855 3.4023 -0.0911 -0.20 0.24 0.06 0.3747
H -4.1961 5.0819 -2.4003 1.59 0.74 -1.42 0.2906
H -5.0736 5.8962 -1.1051 -0.01 -1.25 -0.34 0.4104
H -6.8169 6.4282 -2.4700 -0.25 0.22 -0.12 0.3050
H -7.6027 5.2237 -3.5003 -0.17 0.03 -0.27 0.2409
H -6.0413 5.9800 -3.9756 0.06 -0.59 0.22 0.2814
C 3.7614 0.6690 -4.0526 -1.41 0.25 -3.57 -1.3364
C 2.7271 1.8268 -4.0993 0.88 0.38 2.43 0.6880
C 2.4645 2.3835 -5.4812 0.29 -2.34 -1.22 -1.2080
O 1.5368 1.3686 -3.4080 1.05 0.34 -0.67 -0.3894
H 4.0921 0.4532 -3.0669 0.08 -0.43 0.75 0.3517
H 4.6274 1.0135 -4.6992 -0.75 -0.64 0.83 0.3418
H 3.2139 -0.2081 -4.6132 1.36 1.26 1.34 0.2922
H 3.2001 2.6663 -3.4367 -0.80 -0.99 -1.14 0.1236
H 2.1820 1.5733 -6.2442 -0.17 0.82 1.32 0.2686
H 3.3979 2.7032 -5.9284 0.20 0.75 0.21 0.4429
H 1.7068 3.1372 -5.4661 -0.33 0.60 -0.15 0.2580
H 0.8032 1.9458 -3.6740 -0.36 -0.23 -0.01 0.2612
C 3.0689 -1.5501 5.1307 1.04 -1.11 -1.44 -1.4949
C 3.0528 -2.7300 4.1442 -0.72 0.82 -0.01 0.5923
C 2.9813 -2.2953 2.6809 2.18 0.21 -0.23 -0.2019
O 4.1866 -3.5275 4.2760 1.20 -1.19 0.24 -0.5664
H 2.1710 -1.0423 4.9829 -1.43 1.32 -0.18 0.2488
H 3.9426 -0.9286 5.0125 0.21 0.36 -0.26 0.3853
H 3.0729 -1.9250 6.1116 0.00 -0.57 1.49 0.4590
H 2.1488 -3.2715 4.4043 -0.25 -0.57 -0.11 0.1633
H 3.2516 -3.1075 1.9198 -0.18 1.09 1.30 0.1904
H 3.6573 -1.3894 2.6000 -0.34 -1.16 -0.36 0.2923
H 2.0318 -1.9218 2.4312 -1.48 0.36 -0.16 -0.4003
H 4.2688 -3.9071 5.1657 -0.22 0.35 -0.34 0.3399
C 4.2169 -8.3825 2.2063 -0.60 0.91 1.82 -1.3033
C 4.4939 -6.9626 1.7571 -0.35 -0.50 0.35 0.5234
C 4.4492 -6.7693 0.2655 0.38 -0.01 -0.56 -1.2419
O 3.4247 -6.2016 2.3359 1.32 1.70 0.98 -0.5185
H 4.9013 -9.1023 1.8041 0.10 -0.56 -0.28 0.4063
H 3.1526 -8.5306 1.9899 0.30 -0.59 -0.32 0.2992
H 4.2536 -8.3742 3.3428 0.19 -0.25 -1.30 0.2711
H 5.4405 -6.6155 2.1725 0.18 0.00 -0.06 0.4280
H 4.9906 -7.5938 -0.2761 -0.45 0.97 0.36 0.3476
H 4.8605 -5.7656 0.0333 -0.09 -0.66 -0.19 0.2728
H 3.3887 -6.7506 -0.0121 0.23 -0.21 -0.19 0.3015
H 3.9051 -5.4992 2.8520 -1.23 -0.63 -0.53 0.2169
C 1.2073 2.4721 1.9726 0.66 1.00 0.20 -1.8177
C -0.1115 2.5273 1.2700 -1.10 0.10 2.82 0.6906
C 0.0669 3.1922 -0.0240 1.21 0.79 -2.55 -0.9455
O -0.7075 1.2406 1.2477 -0.35 -0.18 -0.42 -0.1209
H 1.8489 1.9776 1.2683 1.03 -0.04 -0.22 0.3851
H 1.2093 1.8882 2.8692 -0.26 -0.36 0.63 0.4059
H 1.5531 3.5120 2.2308 -0.11 -1.07 -0.42 0.3966
H -0.8257 3.0173 1.9903 0.53 0.39 -1.07 0.2480
H 0.4945 2.5770 -0.8791 -0.66 -0.11 1.19 0.2676
H 0.9097 3.9242 0.0692 -1.11 -0.04 0.04 0.4005
H -0.8341 3.6455 -0.4297 -0.03 0.22 0.05 -0.0376
H -0.4024 0.7492 0.4899 0.13 -0.51 -0.72 0.0055
C -1.7512 0.7023 4.5965 0.71 0.02 -0.02 -1.0155
C -1.7014 -0.6076 3.8274 0.16 -0.34 0.66 0.2905
C -2.9339 -0.6282 2.9544 -1.05 -0.97 -0.43 -0.9078
O -0.4796 -0.6926 3.0266 -1.15 0.64 0.35 -0.3440
H -2.6673 0.7243 5.2394 0.91 0.30 -0.53 0.3914
H -1.7613 1.4522 3.7805 -0.37 0.14 0.73 0.1246
H -0.8087 0.8689 5.1566 -0.68 -0.10 0.04 0.2686
H -1.6894 -1.4989 4.5003 0.09 0.67 -0.45 0.3723
H -2.8872 0.1746 2.2221 0.22 -0.13 -0.34 -0.0438
H -3.9361 -0.4835 3.4338 1.06 -0.15 0.28 0.4129
H -2.9815 -1.6198 2.4870 -0.09 0.37 -0.42 0.2910
H -0.5080 0.1394 2.4721 0.21 -0.77 0.33 0.2846
C -1.1137 3.8209 -4.0625 -2.13 -2.33 -0.33 -0.5284
O -0.9155 2.3710 -4.1017 0.51 1.09 -0.38 -0.6583
H -1.0294 4.1648 -3.0566 0.63 0.59 0.64 0.1281
H -0.4540 4.2347 -4.7984 0.39 0.41 -0.04 0.3608
H -2.1778 3.9879 -4.3399 0.66 0.28 -0.11 0.2258
H -1.5041 1.9139 -3.4905 -0.24 0.06 0.39 0.2559
C 0.5910 -2.6537 0.0053 -0.18 0.18 1.10 -0.8017
O -0.6275 -2.0610 0.5384 0.75 -0.01 -0.02 -0.4518
H 0.3368 -3.2070 -0.9137 0.03 0.04 0.65 0.3218
H 1.3765 -1.9444 -0.2435 -0.24 0.77 -0.36 0.2988
H 1.1399 -3.2483 0.7628 -0.84 -0.41 -0.44 0.3381
H -0.5559 -1.7239 1.4747 0.43 -0.52 -0.95 0.2981
```
Positions in Å, forces in eV/Å.

In the order shown, the computed strongest force on any atom values come out to 1.54; 3.84 eV/Å.
In the order shown, the computed energy above the lowest of the compared OMol25 structures with the same formula, charge and spin values come out to 0.0; 15.7 kJ/mol.
In the order shown, the computed E_LUMO values come out to 0.474; 0.729 eV.